{
  "formula": "C2HFO",
  "method": "wB97M-V/def2-TZVPD",
  "elements": ["H", "F", "C", "C", "O"],
  "xyz": [[1.513822, -0.385525, 0.052733], [0.318994, 1.474172, 0.000812], [0.507726, 0.177540, 0.035153], [-0.662097, -0.360158, -0.131999], [-1.678445, -0.906031, 0.043301]],
  "forces_ev_per_angstrom": [[-1.85, 1.49, -0.14], [1.28, 3.38, 0.09], [1.88, -2.34, -0.42], [-1.40, -2.97, 1.32], [0.10, 0.45, -0.85]],
  "energy_ha": -251.82841,
  "orbital_gap_ev": 9.47,
  "homo_ev": -9.11,
  "multiplicity": 1
}